C5H7N in the gas phase in a non-equilibrium geometry, computed with ωB97M-V with the def2-TZVPD basis set.

Computed properties:
Orbital gap (spin up / spin down) in eV: 8.93 / 9.03
Spin multiplicity: 3
E in eV: -6782.355
Relative energy (zero: lowest compared OMol25 entry of this formula, charge and spin) in eV: 1.239
⟨S²⟩: 2.028
E_HOMO (spin up / spin down) in Ha: -0.2888 / -0.3503
Total charge: 0

Last column: Mulliken charge in e.
CARTESIAN COORDINATES (ANGSTROEM)
C 0.25682 -1.61365 -0.38394  -0.20
C 0.00633 0.33970 1.25568  -0.40
C 0.17575 1.14706 -0.64175  -0.33
C 0.05391 1.86814 0.75389  -0.59
C 0.41059 -0.32033 -0.01954  -0.14
N 0.25540 -1.95633 -1.57783  -0.56
H 0.09168 -2.27130 0.41341  0.43
H 0.39177 0.18924 2.25036  0.43
H -1.04943 0.13058 1.24457  0.23
H -0.70364 1.16152 -1.31758  0.26
H 0.98729 1.42605 -1.16125  0.33
H -0.62051 2.75853 1.01563  0.27
H -0.25596 -2.85921 -1.83164  0.26